C29H29BrIN3O2PPd | ωB97M-V/def2-TZVPD

Calculated values
E_HOMO = -0.1234 Ha
E_tot = -4778.17759 Ha
HOMO-LUMO gap = 5.635 eV
Largest force on an atom = 0.0280 hartree/bohr
Charge = -1
Relative energy (zero: lowest compared OMol25 entry of this formula, charge and spin) = 11.5 kcal per mole

```
67
C29H29BrIN3O2PPd | the Open Molecules 2025 dataset | ωB97M-V/def2-TZVPD
Pd -1.67 -1.51 0.93
O -2.72 2.96 -1.14
C -2.14 3.03 -2.28
C -2.18 4.19 -3.10
C -1.54 4.25 -4.32
C -0.81 3.17 -4.81
C -0.74 2.02 -4.03
C -1.37 1.93 -2.81
C -1.28 0.68 -1.97
O -2.46 0.37 -1.32
N -0.15 0.90 -1.02
N 0.02 0.26 0.10
C 0.96 0.65 0.89
C 1.26 0.01 2.15
Br -0.10 -1.12 2.88
C 2.37 0.19 2.90
C 3.59 0.90 2.52
C 4.36 1.51 3.51
C 5.53 2.18 3.20
C 5.97 2.25 1.89
C 5.24 1.62 0.90
C 4.07 0.95 1.20
H -2.82 1.28 -1.07
H -2.76 5.04 -2.75
H -1.60 5.15 -4.91
H -0.32 3.22 -5.77
H -0.18 1.16 -4.39
H -1.01 -0.18 -2.60
H 0.40 1.74 -1.19
H 1.57 1.52 0.64
H 2.35 -0.22 3.90
H 4.02 1.47 4.54
H 6.10 2.66 3.99
H 6.89 2.78 1.65
H 5.59 1.63 -0.13
H 3.53 0.43 0.42
I -4.44 -2.23 1.98
C -4.10 -0.22 2.54
C -4.86 0.35 3.55
C -4.57 1.66 3.89
C -3.57 2.33 3.20
C -2.88 1.66 2.20
N -3.14 0.40 1.88
H -5.63 -0.22 4.04
H -5.14 2.16 4.67
H -3.33 3.36 3.43
H -2.11 2.16 1.62
C -2.05 -4.68 -1.27
P -1.20 -3.53 -0.11
C -0.51 -4.81 1.03
C 0.29 -3.08 -1.07
C 1.47 -2.77 -0.39
C 2.58 -2.29 -1.07
C 2.52 -2.10 -2.45
C 1.35 -2.40 -3.13
C 0.25 -2.89 -2.45
H -2.48 -4.12 -2.10
H -2.87 -5.16 -0.73
H -1.37 -5.45 -1.65
H 0.11 -5.54 0.50
H -1.35 -5.31 1.51
H 0.08 -4.33 1.81
H 1.52 -2.89 0.68
H 3.49 -2.05 -0.53
H 3.38 -1.71 -2.98
H 1.30 -2.25 -4.20
H -0.67 -3.10 -2.99
```

natural (NBO) atomic charge list, values in e, 4 entries: 0.01 -0.81 0.39 -0.33